## w
A gas-phase ion, C5H13N2 (charge +1), computed with the ωB97M-V functional and the def2-TZVPD basis.

Output
- molar mass (g mol⁻¹) = 101.17

Structure (ORCA input):
```
! RIJCOSX wB97M-V def2-TZVPD def2/J DEFGRID3
* xyz 1 1
C -2.853 -0.914 -2.283
N -2.111 -0.088 -1.334
C -0.841 -0.381 -0.984
C -0.065 0.271 -0.103
C 1.359 -0.119 0.191
C 1.670 -0.134 1.684
N 2.087 1.240 2.134
H -2.543 -0.753 -3.309
H -2.782 -1.960 -1.994
H -3.908 -0.665 -2.196
H -2.605 0.727 -1.021
H -0.471 -1.276 -1.473
H -0.436 1.183 0.360
H 2.092 0.486 -0.373
H 1.551 -1.127 -0.180
H 0.797 -0.417 2.258
H 2.516 -0.774 1.901
H 1.366 1.918 1.872
H 2.972 1.505 1.701
H 2.205 1.277 3.150
*
```

How is the electron density shared among the atoms? According to Mulliken, the charges in e are: number 1, C, carries -0.89; number 2, N, carries -0.22; number 3, C, carries -0.31; number 4, C, carries -0.20; number 5, C, carries -0.52; number 6, C, carries -0.67; number 7, N, carries -0.29; number 8, H, carries 0.29; number 9, H, carries 0.32; number 10, H, carries 0.32; number 11, H, carries 0.24; number 12, H, carries 0.31; number 13, H, carries 0.18; number 14, H, carries 0.31; number 15, H, carries 0.30; number 16, H, carries 0.44; number 17, H, carries 0.35; number 18, H, carries 0.32; number 19, H, carries 0.36; number 20, H, carries 0.36

## x
A gas-phase ion, C5H13N2 (charge +1), computed with the ωB97M-V functional and the def2-TZVPD basis.

Output
- molar mass (g mol⁻¹) = 101.17

Structure (ORCA input):
```
! RIJCOSX wB97M-V def2-TZVPD def2/J DEFGRID3
* xyz 1 1
C -2.011 2.029 -0.314
N -1.326 0.978 -0.344
C -1.239 0.203 0.881
C -0.239 -0.930 0.696
C 1.142 -0.458 0.194
C 2.281 -1.447 0.363
N 0.966 -0.104 -1.284
H -2.075 2.605 -1.230
H -2.557 2.396 0.542
H -0.967 0.831 1.719
H -2.211 -0.244 1.113
H -0.112 -1.480 1.628
H -0.616 -1.649 -0.041
H 1.385 0.489 0.661
H 3.137 -1.156 -0.255
H 2.620 -1.401 1.407
H 2.020 -2.481 0.147
H 0.176 0.563 -1.350
H 1.819 0.272 -1.657
H 0.706 -0.935 -1.812
*
```

How is the electron density shared among the atoms? According to Mulliken, the charges in e are: number 1, C, carries -0.35; number 2, N, carries -0.39; number 3, C, carries -0.63; number 4, C, carries -0.83; number 5, C, carries 0.17; number 6, C, carries -1.44; number 7, N, carries -0.24; number 8, H, carries 0.26; number 9, H, carries 0.30; number 10, H, carries 0.47; number 11, H, carries 0.43; number 12, H, carries 0.38; number 13, H, carries 0.34; number 14, H, carries 0.33; number 15, H, carries 0.43; number 16, H, carries 0.38; number 17, H, carries 0.34; number 18, H, carries 0.34; number 19, H, carries 0.37; number 20, H, carries 0.37

## y
A gas-phase ion, C5H13N2 (charge +1), computed with the ωB97M-V functional and the def2-TZVPD basis.

Output
- molar mass (g mol⁻¹) = 101.17

Structure (ORCA input):
```
! RIJCOSX wB97M-V def2-TZVPD def2/J DEFGRID3
* xyz 1 1
C -2.646 0.488 0.231
C -1.301 -0.127 0.214
C -0.984 -0.812 -1.092
C -0.338 0.265 1.137
N 0.945 -0.319 0.932
C 1.926 0.639 0.075
N 2.863 -0.211 -0.494
H -3.073 0.806 1.192
H -2.498 1.345 -0.408
H -3.339 -0.244 -0.124
H -1.820 -1.478 -1.380
H -1.024 -0.079 -1.802
H -0.001 -1.279 -1.108
H -0.539 0.766 2.017
H 0.717 -1.034 0.303
H 1.383 -0.622 1.758
H 2.105 1.434 0.771
H 1.210 0.933 -0.731
H 2.769 -0.189 -1.507
H 3.645 -0.282 0.016
*
```

How is the electron density shared among the atoms? According to Mulliken, the charges in e are: number 1, C, carries -1.39; number 2, C, carries 1.02; number 3, C, carries -1.43; number 4, C, carries -0.87; number 5, N, carries -0.10; number 6, C, carries -0.44; number 7, N, carries -0.38; number 8, H, carries 0.38; number 9, H, carries 0.33; number 10, H, carries 0.39; number 11, H, carries 0.40; number 12, H, carries 0.40; number 13, H, carries 0.47; number 14, H, carries 0.49; number 15, H, carries 0.19; number 16, H, carries 0.36; number 17, H, carries 0.42; number 18, H, carries 0.32; number 19, H, carries 0.25; number 20, H, carries 0.19

## z
A gas-phase ion, C5H13N2 (charge +1), computed with the ωB97M-V functional and the def2-TZVPD basis.

Output
- molar mass (g mol⁻¹) = 101.17

Structure (ORCA input):
```
! RIJCOSX wB97M-V def2-TZVPD def2/J DEFGRID3
* xyz 1 1
C -2.055 0.791 0.379
C -0.806 0.476 -0.027
C 0.330 1.301 0.579
C 1.471 0.309 0.939
N 0.909 -0.932 1.413
N -0.547 -0.699 -0.843
C 0.011 -0.650 -2.313
H -2.886 0.018 0.150
H -2.386 1.738 0.887
H 0.594 2.219 0.007
H -0.046 1.609 1.489
H 2.212 0.148 0.080
H 2.085 0.663 1.673
H 0.280 -0.841 2.221
H 1.604 -1.699 1.629
H 0.294 -1.323 0.641
H -1.432 -1.219 -0.933
H 1.078 -0.672 -2.281
H -0.355 -1.509 -2.883
H -0.355 0.273 -2.807
*
```

How is the electron density shared among the atoms? According to Mulliken, the charges in e are: number 1, C, carries -1.08; number 2, C, carries 0.69; number 3, C, carries -0.74; number 4, C, carries -0.71; number 5, N, carries -0.26; number 6, N, carries -0.42; number 7, C, carries -0.86; number 8, H, carries 0.19; number 9, H, carries 0.31; number 10, H, carries 0.35; number 11, H, carries 0.41; number 12, H, carries 0.28; number 13, H, carries 0.48; number 14, H, carries 0.36; number 15, H, carries 0.40; number 16, H, carries 0.39; number 17, H, carries 0.29; number 18, H, carries 0.28; number 19, H, carries 0.35; number 20, H, carries 0.30

Relative stability in kcal/mol, measured from the most stable structure: w 14.4; x 0.0; y 36.0; z 32.5

## w
C3H7N3O in the gas phase, computed with the ωB97M-V functional and the def2-TZVPD basis.

Output
- molar mass (g mol⁻¹) = 101.11

Structure (ORCA input):
```
! RIJCOSX wB97M-V def2-TZVPD def2/J DEFGRID3
* xyz 0 1
C 1.119 -0.010 0.622
C -1.028 -0.608 -0.329
N 1.762 -0.723 -0.369
C -1.373 -1.138 -1.474
O -0.349 2.196 1.613
N -1.227 1.291 0.916
N -0.549 0.453 0.245
H -0.972 2.730 2.120
H 1.814 -0.242 -1.261
H 1.439 -1.677 -0.484
H 1.037 -0.543 1.569
H 1.528 0.988 0.746
H -1.693 -2.169 -1.532
H -1.509 -0.549 -2.381
*
```

How is the electron density shared among the atoms? According to Mulliken, the charges in e are: number 1, C, carries -0.35; number 2, C, carries 0.20; number 3, N, carries -0.46; number 4, C, carries -0.83; number 5, O, carries -0.40; number 6, N, carries -0.87; number 7, N, carries 0.65; number 8, H, carries 0.37; number 9, H, carries 0.26; number 10, H, carries 0.30; number 11, H, carries 0.30; number 12, H, carries 0.32; number 13, H, carries 0.25; number 14, H, carries 0.27

## x
C3H7N3O in the gas phase, computed with the ωB97M-V functional and the def2-TZVPD basis.

Output
- molar mass (g mol⁻¹) = 101.11

Structure (ORCA input):
```
! RIJCOSX wB97M-V def2-TZVPD def2/J DEFGRID3
* xyz 0 1
H 2.558 -2.783 -0.545
N 1.724 -2.430 -0.081
C 1.472 -1.256 -0.494
N 0.377 -0.560 -0.001
C 0.003 0.712 -0.388
O 0.838 1.211 -1.327
N -0.970 1.418 0.011
C -1.885 0.921 1.013
H 2.041 -0.689 -1.230
H -0.180 -1.044 0.690
H 0.473 2.090 -1.514
H -1.392 0.714 1.975
H -2.412 0.009 0.694
H -2.645 1.686 1.197
*
```

How is the electron density shared among the atoms? According to Mulliken, the charges in e are: number 1, H, carries 0.26; number 2, N, carries -0.64; number 3, C, carries 0.04; number 4, N, carries -0.22; number 5, C, carries 0.76; number 6, O, carries -0.52; number 7, N, carries -0.63; number 8, C, carries -0.87; number 9, H, carries 0.34; number 10, H, carries 0.25; number 11, H, carries 0.34; number 12, H, carries 0.31; number 13, H, carries 0.31; number 14, H, carries 0.27

## y
A molecular structure, C3H7N3O, computed with the ωB97M-V functional and the def2-TZVPD basis.

Output
- molar mass (g mol⁻¹) = 101.11

Structure (ORCA input):
```
! RIJCOSX wB97M-V def2-TZVPD def2/J DEFGRID3
* xyz 0 1
N -0.645 -0.601 -0.790
C -0.921 -0.075 0.972
N -0.251 0.393 -1.641
N -0.918 1.282 0.960
C 0.368 -1.091 0.050
C 1.642 -0.584 0.239
O -1.421 -0.767 1.816
H -0.727 0.306 -2.531
H 0.754 0.527 -1.790
H -1.673 1.714 1.469
H -0.632 1.737 0.105
H 0.128 -2.075 0.431
H 2.325 -1.128 0.873
H 1.971 0.361 -0.163
*
```

How is the electron density shared among the atoms? According to Mulliken, the charges in e are: number 1, N, carries -0.23; number 2, C, carries 0.65; number 3, N, carries -0.48; number 4, N, carries -0.35; number 5, C, carries -0.05; number 6, C, carries -0.83; number 7, O, carries -0.54; number 8, H, carries 0.24; number 9, H, carries 0.18; number 10, H, carries 0.28; number 11, H, carries 0.29; number 12, H, carries 0.35; number 13, H, carries 0.25; number 14, H, carries 0.24

Relative stability in kcal/mol, measured from the most stable structure: w 133.6; x 0.0; y 77.6

## w
C3H7N3O in the gas phase, computed with the ωB97M-V functional and the def2-TZVPD basis.

Output
- molar mass (g mol⁻¹) = 101.11

Structure (ORCA input):
```
! RIJCOSX wB97M-V def2-TZVPD def2/J DEFGRID3
* xyz 0 1
C 1.609 0.931 -0.581
N 1.394 -0.105 0.151
C 0.242 -0.853 0.091
N 0.369 -2.250 0.331
C -1.048 -0.395 -0.047
N -1.143 1.207 0.012
O -2.157 -0.915 0.057
H 2.502 1.530 -0.406
H 0.967 1.227 -1.423
H -0.401 -2.573 0.912
H 1.252 -2.428 0.797
H -0.271 1.650 0.329
H -1.404 1.607 -0.890
H -1.910 1.367 0.668
*
```

How is the electron density shared among the atoms? According to Mulliken, the charges in e are: number 1, C, carries -0.66; number 2, N, carries -0.52; number 3, C, carries 0.19; number 4, N, carries -0.54; number 5, C, carries 0.43; number 6, N, carries -0.40; number 7, O, carries -0.69; number 8, H, carries 0.27; number 9, H, carries 0.40; number 10, H, carries 0.25; number 11, H, carries 0.25; number 12, H, carries 0.37; number 13, H, carries 0.31; number 14, H, carries 0.34

## x
2 unconnected molecules or ions with the total composition C3H7N3O, computed with the ωB97M-V functional and the def2-TZVPD basis.

Output
- molar mass (g mol⁻¹) = 101.11

Structure (ORCA input):
```
! RIJCOSX wB97M-V def2-TZVPD def2/J DEFGRID3
* xyz 0 1
H -0.163 -2.090 0.788
N 0.473 -1.431 0.334
C -0.184 -0.400 -0.008
N 0.437 0.776 -0.477
C 1.628 0.664 -0.911
C -1.683 -0.317 0.237
N -2.266 0.810 -0.219
O -2.258 -1.241 0.788
H 2.099 -0.303 -1.108
H 2.217 1.566 -1.079
H -1.687 1.565 -0.554
H -3.247 0.960 -0.041
H 2.534 0.027 1.115
H 2.100 -0.587 1.136
*
```

How is the electron density shared among the atoms? According to Mulliken, the charges in e are: number 1, H, carries 0.24; number 2, N, carries -0.70; number 3, C, carries 0.80; number 4, N, carries -0.45; number 5, C, carries -0.52; number 6, C, carries 0.38; number 7, N, carries -0.35; number 8, O, carries -0.63; number 9, H, carries 0.43; number 10, H, carries 0.28; number 11, H, carries 0.26; number 12, H, carries 0.24; number 13, H, carries 0.12; number 14, H, carries -0.09

Relative stability in kcal/mol, measured from the most stable structure: w 18.4; x 0.0

## w
C3H7N3O in the gas phase, computed with the ωB97M-V functional and the def2-TZVPD basis.

Output
- molar mass (g mol⁻¹) = 101.11

Structure (ORCA input):
```
! RIJCOSX wB97M-V def2-TZVPD def2/J DEFGRID3
* xyz 0 1
C -0.277 -1.233 2.655
N -0.060 -0.801 1.113
C 1.070 -0.225 0.727
N 0.983 -0.061 -0.741
C -0.214 0.535 -1.293
N -1.397 0.125 -0.865
O 0.132 1.612 -2.121
H -0.863 -2.005 2.704
H -1.010 -0.259 3.018
H 0.739 -1.274 3.026
H 2.070 -0.250 1.467
H 1.748 0.811 -1.165
H -1.818 -0.162 0.106
H -2.086 0.947 -1.277
*
```

How is the electron density shared among the atoms? According to Mulliken, the charges in e are: number 1, C, carries -0.69; number 2, N, carries -0.42; number 3, C, carries 0.02; number 4, N, carries -0.32; number 5, C, carries 0.48; number 6, N, carries -0.46; number 7, O, carries -0.66; number 8, H, carries 0.30; number 9, H, carries 0.21; number 10, H, carries 0.29; number 11, H, carries 0.23; number 12, H, carries 0.36; number 13, H, carries 0.36; number 14, H, carries 0.31

## x
C3H7N3O in the gas phase, computed with the ωB97M-V functional and the def2-TZVPD basis.

Output
- molar mass (g mol⁻¹) = 101.11

Structure (ORCA input):
```
! RIJCOSX wB97M-V def2-TZVPD def2/J DEFGRID3
* xyz 0 1
N -0.706 -1.106 1.731
C -0.017 0.152 1.718
C 0.252 1.028 0.622
C 0.053 0.712 -0.913
O -0.004 1.664 -1.809
N -0.072 -0.576 -1.212
N 0.626 -1.384 -0.435
H -1.484 -1.322 1.039
H -1.312 -1.116 2.682
H 0.057 0.705 2.732
H 0.522 2.104 0.760
H -0.252 -0.698 -2.259
H 0.192 -1.627 0.496
H 1.645 -1.251 -0.122
*
```

How is the electron density shared among the atoms? According to Mulliken, the charges in e are: number 1, N, carries -0.65; number 2, C, carries -0.16; number 3, C, carries -0.39; number 4, C, carries 0.43; number 5, O, carries -0.68; number 6, N, carries 0.04; number 7, N, carries -0.84; number 8, H, carries 0.27; number 9, H, carries 0.32; number 10, H, carries 0.25; number 11, H, carries 0.32; number 12, H, carries 0.28; number 13, H, carries 0.52; number 14, H, carries 0.28

Relative stability in kcal/mol, measured from the most stable structure: w 25.3; x 0.0